{"formula": "C28H42FeN6O7P", "method": "wB97M-V/def2-TZVPD", "orbital_gap_ev": [7.98, 7.28], "e_tot_ev": -96654.1709, "charge": 2, "e_above_lowest_kcal_mol": 0.0, "s2": 8.758, "spin_multiplicity": 6, "homo_energy_ev": [-14.3, -14.3], "species": ["O", "C", "C", "H", "C", "P", "C", "H", "C", "O", "H", "H", "H", "C", "H", "C", "C", "H", "H", "N", "H", "C", "C", "C", "C", "H", "H", "H", "C", "N", "N", "C", "H", "H", "C", "H", "C", "H", "H", "C", "H", "H", "H", "O", "C", "O", "H", "H", "H", "H", "N", "C", "H", "H", "H", "C", "H", "H", "H", "N", "H", "H", "H", "O", "C", "H", "C", "C", "N", "H", "H", "H", "H", "C", "C", "C", "C", "O", "H", "H", "O", "C", "H", "H", "Fe"], "xyz": [[0.326, -4.687, 3.481], [1.222, -0.782, 4.184], [-3.711, -1.518, -3.774], [3.926, -2.875, -0.746], [0.893, 0.257, 3.168], [-0.970, -0.282, -2.712], [0.865, -1.756, 0.089], [-4.091, 0.571, -4.172], [0.241, 3.702, 1.728], [-0.293, 1.090, -2.049], [-2.873, -2.218, -3.742], [3.887, 2.689, 1.047], [-3.816, 2.881, 0.634], [1.034, 3.494, 0.440], [1.510, 1.929, -3.909], [2.215, -1.439, 6.277], [-3.361, 0.251, 0.372], [1.506, -0.178, -6.133], [-2.309, 3.438, -0.081], [-1.313, -1.035, 0.400], [4.560, 1.626, -0.187], [-2.155, 2.875, 1.989], [1.908, -0.453, 5.350], [2.422, 1.522, 0.070], [0.866, -2.100, 3.941], [0.630, 3.385, -4.392], [-0.210, -4.156, 0.823], [-0.280, 4.659, 1.680], [3.716, 2.264, 0.054], [0.841, -4.466, 4.566], [-2.411, 1.361, 0.071], [-0.560, -2.058, 0.449], [0.412, -1.538, -6.422], [0.346, -2.378, 3.041], [0.515, 2.352, -4.058], [-2.741, -0.103, -5.090], [1.247, -1.188, -5.816], [0.198, 3.056, -2.074], [-4.126, 0.594, 1.067], [-3.254, -0.120, -4.130], [-3.249, -1.875, 0.725], [0.011, 1.792, -4.841], [-4.412, -1.873, -4.529], [-2.358, 0.444, -3.132], [-2.659, -0.983, 0.944], [-0.155, -0.018, 2.419], [4.407, -0.459, -0.567], [0.679, -2.236, -4.018], [-2.325, 1.430, -0.941], [2.737, -1.181, 7.188], [1.146, -0.458, 0.139], [3.405, -0.824, -0.395], [2.100, -1.841, -5.998], [1.642, -3.728, -0.302], [-1.842, -3.749, 0.260], [2.362, 0.029, -0.078], [1.936, 4.103, 0.455], [-0.441, 2.163, 2.851], [1.686, -0.802, -3.739], [-0.707, 2.591, 1.976], [3.689, 3.084, -0.664], [-4.216, -1.534, -2.807], [0.430, 3.822, -0.405], [-0.309, -0.415, -4.169], [1.864, -2.762, 6.040], [-2.381, 3.875, 2.363], [1.206, -3.063, 4.864], [-1.002, -3.415, 0.874], [1.285, 2.067, 0.250], [-2.560, -0.914, 2.033], [-3.863, -0.011, -0.559], [0.928, 3.730, 2.570], [-1.349, -3.382, 1.910], [-2.739, 2.704, 0.606], [3.133, -2.186, -0.488], [1.854, -2.670, -0.237], [-0.270, 2.367, -2.767], [1.571, 1.270, 3.048], [-1.300, 2.680, -2.938], [2.200, 0.575, 5.522], [1.084, -5.299, 5.401], [0.880, -1.215, -4.355], [-2.614, 2.160, 2.677], [2.096, -3.548, 6.744], [-0.391, 0.886, 0.637]]}

=====

{"formula": "C28H42N4O4RuSSb2", "method": "wB97M-V/def2-TZVPD", "orbital_gap_ev": [7.47, 6.89], "e_tot_ev": -70355.1802, "charge": 1, "e_above_lowest_kcal_mol": 17.8, "s2": 0.757, "spin_multiplicity": 2, "homo_energy_ev": [-10.9, -11.0], "species": ["C", "H", "C", "O", "O", "C", "H", "C", "H", "N", "H", "C", "O", "H", "C", "C", "C", "H", "H", "H", "C", "H", "S", "H", "H", "H", "C", "H", "C", "H", "O", "H", "C", "H", "H", "C", "H", "H", "H", "H", "H", "H", "H", "C", "C", "H", "H", "N", "C", "C", "H", "C", "Sb", "N", "Sb", "C", "N", "C", "H", "Ru", "H", "H", "H", "H", "C", "H", "H", "C", "C", "H", "H", "H", "H", "H", "C", "C", "C", "C", "C", "H", "H", "H"], "xyz": [[3.403, -2.706, -2.206], [0.873, 6.154, 2.254], [-2.561, 0.915, -2.605], [-2.825, 3.263, -1.556], [-2.421, -0.649, 1.434], [0.825, -0.277, -3.027], [3.761, -4.364, -3.510], [-3.100, 0.465, 1.779], [-3.064, -2.582, -5.831], [0.150, 1.015, 2.303], [-0.791, 1.760, 4.865], [0.460, 4.460, 0.991], [-0.543, 2.394, -1.847], [-3.555, 2.412, 1.010], [3.034, -2.255, -0.933], [-2.958, -1.365, -3.229], [0.477, 2.325, 2.274], [3.263, -6.051, -1.751], [0.312, 0.655, 5.691], [3.705, -0.314, -1.409], [-3.475, 0.404, -4.758], [-4.632, -2.653, -5.035], [-1.935, 2.140, -1.494], [2.815, 2.318, -0.148], [-3.855, 0.738, -5.716], [2.469, -3.618, 2.143], [3.193, -4.993, -1.534], [-0.382, 4.832, 0.409], [-3.048, 1.343, -3.832], [-2.197, -0.777, -1.319], [-3.463, 0.697, 2.902], [1.369, 4.654, 0.417], [1.499, 4.329, 3.210], [1.191, -1.303, -3.076], [3.658, -1.973, -2.964], [0.130, 0.296, 3.589], [-0.244, -0.253, -3.200], [-2.945, -2.420, -2.981], [0.106, -2.765, 4.116], [1.647, 3.059, -1.261], [2.638, -5.296, 0.509], [1.308, 2.966, 5.374], [2.845, -1.932, 1.789], [1.281, 2.226, 4.576], [-2.522, -0.439, -2.296], [-0.781, -0.297, 3.624], [-0.831, -3.136, -0.888], [-1.925, 1.492, -0.028], [3.020, -0.774, -0.691], [2.747, -3.209, 0.049], [-4.029, 1.079, -0.055], [-3.901, -1.976, -5.479], [0.231, -2.346, 1.455], [1.045, 2.942, 3.326], [1.238, 0.419, -1.076], [-3.250, 1.442, 0.622], [0.279, 3.017, 1.148], [0.536, 5.122, 2.349], [1.560, 4.738, 4.216], [-0.666, 0.030, 0.786], [2.506, 4.355, 2.780], [-1.513, -4.101, 0.438], [-1.495, -3.017, 3.385], [-4.359, -1.499, -6.343], [2.841, -4.565, -0.266], [2.253, 1.722, 4.554], [3.099, 2.189, -1.883], [3.471, -4.052, -2.515], [0.161, 1.233, 4.779], [0.988, -0.384, 3.632], [-0.243, -4.280, 3.255], [1.335, 0.330, -3.772], [0.108, -4.478, -0.209], [-0.450, 5.130, 2.820], [2.314, -2.812, 1.425], [-3.434, -0.958, -4.474], [-0.428, -3.207, 3.277], [2.322, 2.222, -1.119], [-0.596, -3.683, 0.025], [-0.350, 2.562, 0.494], [-3.098, 2.402, -4.052], [3.395, -0.491, 0.297]]}

=====

{"formula": "C28H42NO4PdS2Si", "method": "wB97M-V/def2-TZVPD", "orbital_gap_ev": 6.27, "e_tot_ev": -72427.5750, "charge": -1, "e_above_lowest_kcal_mol": 13.9, "homo_energy_ev": -4.0, "species": ["H", "H", "C", "H", "H", "H", "C", "H", "H", "H", "H", "O", "H", "C", "H", "C", "H", "C", "C", "H", "H", "H", "C", "C", "O", "C", "C", "C", "C", "O", "Pd", "H", "H", "H", "H", "C", "S", "H", "H", "C", "C", "H", "H", "H", "H", "H", "C", "H", "H", "C", "H", "C", "C", "H", "H", "H", "O", "H", "C", "Si", "H", "H", "H", "H", "H", "H", "C", "C", "C", "C", "C", "C", "C", "H", "S", "N", "H", "C", "H"], "xyz": [[-0.326, 4.721, 1.956], [3.978, -2.231, 0.595], [2.512, -1.463, 2.861], [-1.061, -1.813, -1.977], [5.642, -0.256, 1.913], [6.269, -0.012, -1.438], [2.207, 1.137, 3.590], [-4.780, 0.911, -0.510], [2.094, -1.267, 1.870], [3.836, 4.291, -1.428], [-1.846, -4.614, -1.481], [-1.388, 2.220, 2.122], [6.277, 4.240, -1.885], [-0.789, -4.777, -1.249], [0.773, 5.152, -0.153], [-2.994, 0.219, -1.524], [2.623, 2.193, -0.957], [3.693, 2.182, -1.125], [2.430, 3.008, 2.123], [4.529, -2.200, 2.988], [5.393, -1.440, -0.065], [-1.879, 4.706, 1.129], [1.704, -3.738, 0.075], [-0.197, -1.745, -1.305], [0.139, -0.479, 3.245], [1.857, 1.779, 2.415], [-0.158, 4.588, -0.235], [-2.651, 1.563, -2.159], [-1.015, -3.247, 1.338], [2.172, -0.016, -0.109], [-0.203, 0.103, -0.369], [-5.089, 0.308, -2.146], [0.695, -1.745, -1.954], [2.019, -3.349, 1.044], [-2.880, 2.377, -1.460], [5.737, 0.931, -1.412], [3.390, -0.489, -0.827], [4.362, 3.395, 4.884], [3.319, 1.204, 5.424], [0.161, 3.185, -0.757], [4.440, -1.255, 0.432], [2.245, -2.482, 3.143], [-2.098, -3.269, 1.193], [1.838, -4.824, 0.096], [-2.468, -1.019, 0.166], [3.785, 4.541, 2.772], [5.741, 3.323, -1.670], [-1.589, 1.625, -2.398], [4.088, 0.507, 1.647], [3.667, 2.937, 4.190], [-0.778, 5.098, -0.973], [-0.855, 4.332, 1.085], [4.022, -1.232, 2.936], [-3.233, 1.733, -3.071], [-2.494, 0.705, 0.511], [4.284, -0.710, 3.860], [0.754, 3.012, -1.814], [7.478, 2.077, -1.895], [3.089, 1.710, 4.493], [-0.105, -3.281, -0.302], [-0.711, -5.704, -0.672], [-2.756, -0.566, -2.251], [2.169, 3.513, 1.201], [1.144, 1.315, 1.746], [-0.746, -4.122, 1.942], [-0.771, -2.341, 1.898], [3.339, 3.582, 3.005], [6.418, 2.108, -1.678], [4.379, 0.981, -1.117], [4.584, -0.461, 1.737], [-2.207, -0.037, -0.241], [-0.889, 2.805, 1.185], [-4.498, 0.146, -1.239], [2.369, -3.337, -0.697], [1.450, -0.452, 3.936], [-0.282, 2.224, 0.088], [-0.263, -4.919, -2.197], [4.382, 3.357, -1.405], [-4.771, -0.826, -0.822]]}